This record from OMol25 describes 14 unconnected molecules or ions with the total composition C70H70N14 in a non-equilibrium geometry. The level of theory is ωB97M-V/def2-TZVPD.

Each atom is followed by the atoms it is bonded to, with distances in Å.
Geometry (Å):
1 N -1.117 3.956 0.328  C2 1.342, C6 1.318
2 C -2.255 3.361 0.715  N1 1.342, C3 1.387, H7 1.080
3 C -3.428 3.361 -0.026  C2 1.387, C4 1.408, H8 1.080
4 C -3.434 4.166 -1.181  C3 1.408, C5 1.404, H9 1.080
5 C -2.272 4.850 -1.571  C4 1.404, C6 1.387, H10 1.080
6 C -1.145 4.660 -0.786  N1 1.318, C5 1.387, H11 1.080
7 H -2.353 2.739 1.592  C2 1.080
8 H -4.335 2.940 0.381  C3 1.080
9 H -4.355 4.339 -1.719  C4 1.080
10 H -2.366 5.540 -2.397  C5 1.080
11 H -0.303 5.243 -1.127  C6 1.080
12 N -3.069 0.558 3.111  C13 1.388, C17 1.351
13 C -1.723 0.242 3.005  N12 1.388, C14 1.385, H18 1.080
14 C -1.032 -0.227 4.111  C13 1.385, C15 1.431, H19 1.080
15 C -1.735 -0.383 5.347  C14 1.431, C16 1.391, H20 1.080
16 C -3.103 -0.135 5.407  C15 1.391, C17 1.380, H21 1.080
17 C -3.734 0.295 4.258  N12 1.351, C16 1.380, H22 1.080
18 H -1.183 0.429 2.088  C13 1.080
19 H 0.033 -0.406 4.090  C14 1.080
20 H -1.158 -0.709 6.200  C15 1.080
21 H -3.659 -0.272 6.323  C16 1.080
22 H -4.789 0.521 4.293  C17 1.080
23 N 4.823 0.415 -2.967  C24 1.376, C28 1.357
24 C 4.427 0.246 -4.274  N23 1.376, C25 1.361, H29 1.080
25 C 3.429 -0.600 -4.647  C24 1.361, C26 1.409, H30 1.080
26 C 2.673 -1.233 -3.639  C25 1.409, C27 1.400, H31 1.080
27 C 3.036 -1.086 -2.296  C26 1.400, C28 1.416, H32 1.080
28 C 4.142 -0.252 -2.001  N23 1.357, C27 1.416, H33 1.080
29 H 5.011 0.742 -5.035  C24 1.080
30 H 3.230 -0.781 -5.693  C25 1.080
31 H 1.903 -1.956 -3.862  C26 1.080
32 H 2.498 -1.644 -1.544  C27 1.080
33 H 4.375 -0.147 -0.952  C28 1.080
34 N -0.191 3.050 -4.222  C35 1.397, C39 1.386
35 C 0.315 1.748 -4.186  N34 1.397, C36 1.374, H40 1.080
36 C -0.457 0.625 -4.012  C35 1.374, C37 1.400, H41 1.080
37 C -1.852 0.714 -4.089  C36 1.400, C38 1.407, H42 1.080
38 C -2.403 1.999 -4.245  C37 1.407, C39 1.396, H43 1.080
39 C -1.575 3.123 -4.242  N34 1.386, C38 1.396, H44 1.080
40 H 1.387 1.617 -4.205  C35 1.080
41 H 0.063 -0.322 -3.987  C36 1.080
42 H -2.558 -0.100 -4.028  C37 1.080
43 H -3.451 2.236 -4.356  C38 1.080
44 H -2.049 4.092 -4.294  C39 1.080
45 N -1.932 -7.953 2.593  C46 1.352, C50 1.360
46 C -0.762 -7.297 2.767  N45 1.352, C47 1.426, H51 1.080
47 C -0.324 -6.220 1.942  C46 1.426, C48 1.379, H52 1.080
48 C -1.071 -6.002 0.803  C47 1.379, C49 1.404, H53 1.080
49 C -2.216 -6.770 0.539  C48 1.404, C50 1.372, H54 1.080
50 C -2.584 -7.759 1.415  N45 1.360, C49 1.372, H55 1.080
51 H -0.165 -7.499 3.644  C46 1.080
52 H 0.475 -5.565 2.255  C47 1.080
53 H -0.833 -5.175 0.151  C48 1.080
54 H -2.850 -6.547 -0.307  C49 1.080
55 H -3.465 -8.324 1.148  C50 1.080
56 N 5.075 -3.122 1.431  C57 1.348, C61 1.374
57 C 3.737 -3.036 1.573  N56 1.348, C58 1.402, H62 1.080
58 C 2.856 -3.894 0.901  C57 1.402, C59 1.396, H63 1.080
59 C 3.316 -5.007 0.195  C58 1.396, C60 1.365, H64 1.080
60 C 4.668 -5.131 0.056  C59 1.365, C61 1.421, H65 1.080
61 C 5.521 -4.223 0.740  N56 1.374, C60 1.421, H66 1.080
62 H 3.374 -2.262 2.232  C57 1.080
63 H 1.789 -3.735 0.953  C58 1.080
64 H 2.626 -5.720 -0.231  C59 1.080
65 H 5.108 -5.948 -0.496  C60 1.080
66 H 6.598 -4.280 0.685  C61 1.080
67 N 1.733 -7.164 -4.377  C68 1.354, C72 1.379
68 C 2.571 -6.103 -4.297  N67 1.354, C69 1.370, H73 1.080
69 C 2.407 -5.016 -3.479  C68 1.370, C70 1.465, H74 1.080
70 C 1.237 -4.963 -2.598  C69 1.465, C71 1.420, H75 1.080
71 C 0.315 -6.040 -2.685  C70 1.420, C72 1.384, H76 1.080
72 C 0.618 -7.057 -3.572  N67 1.379, C71 1.384, H77 1.080
73 H 3.414 -6.250 -4.956  C68 1.080
74 H 3.050 -4.156 -3.598  C69 1.080
75 H 0.991 -4.093 -2.008  C70 1.080
76 H -0.532 -6.077 -2.016  C71 1.080
77 H -0.049 -7.894 -3.717  C72 1.080
78 N 0.732 -1.162 0.527  C79 1.352, C83 1.317
79 C 1.159 0.121 0.549  N78 1.352, C80 1.391, H84 1.080
80 C 0.516 1.187 -0.070  C79 1.391, C81 1.403, H85 1.080
81 C -0.725 0.881 -0.646  C80 1.403, C82 1.394, H86 1.080
82 C -1.236 -0.413 -0.734  C81 1.394, C83 1.460, H87 1.080
83 C -0.414 -1.420 -0.069  N78 1.317, C82 1.460, H88 1.080
84 H 2.177 0.178 0.905  C79 1.080
85 H 1.005 2.147 -0.144  C80 1.080
86 H -1.106 1.643 -1.310  C81 1.080
87 H -2.161 -0.539 -1.278  C82 1.080
88 H -0.661 -2.467 -0.158  C83 1.080
89 N 1.850 3.794 4.903  C90 1.362, C94 1.404
90 C 1.557 3.512 3.603  N89 1.362, C91 1.424, H95 1.080
91 C 0.257 3.108 3.187  C90 1.424, C92 1.381, H96 1.080
92 C -0.738 2.996 4.138  C91 1.381, C93 1.422, H97 1.080
93 C -0.435 3.189 5.514  C92 1.422, C94 1.391, H98 1.080
94 C 0.857 3.563 5.868  N89 1.404, C93 1.391, H99 1.080
95 H 2.382 3.462 2.908  C90 1.080
96 H 0.084 2.814 2.162  C91 1.080
97 H -1.749 2.730 3.866  C92 1.080
98 H -1.184 3.233 6.291  C93 1.080
99 H 1.115 3.801 6.890  C94 1.080
100 N 3.144 6.013 -3.111  C101 1.383, C105 1.314
101 C 2.153 5.130 -2.723  N100 1.383, C102 1.388, H106 1.080
102 C 2.457 3.876 -2.212  C101 1.388, C103 1.385, H107 1.080
103 C 3.780 3.494 -2.062  C102 1.385, C104 1.414, H108 1.080
104 C 4.793 4.405 -2.441  C103 1.414, C105 1.425, H109 1.080
105 C 4.401 5.640 -3.034  N100 1.314, C104 1.425, H110 1.080
106 H 1.153 5.536 -2.695  C101 1.080
107 H 1.738 3.226 -1.735  C102 1.080
108 H 4.000 2.530 -1.629  C103 1.080
109 H 5.823 4.168 -2.218  C104 1.080
110 H 5.229 6.295 -3.263  C105 1.080
111 N 2.932 -1.538 4.661  C112 1.353, C116 1.366
112 C 2.753 -1.981 5.927  N111 1.353, C113 1.410, H117 1.080
113 C 2.771 -1.207 7.105  C112 1.410, C114 1.390, H118 1.080
114 C 2.984 0.151 6.896  C113 1.390, C115 1.447, H119 1.080
115 C 3.152 0.694 5.565  C114 1.447, C116 1.387, H120 1.080
116 C 3.118 -0.194 4.500  N111 1.366, C115 1.387, H121 1.080
117 H 2.458 -3.018 5.992  C112 1.080
118 H 2.590 -1.627 8.083  C113 1.080
119 H 3.005 0.841 7.726  C114 1.080
120 H 3.414 1.721 5.360  C115 1.080
121 H 3.386 0.148 3.511  C116 1.080
122 N -7.337 -0.256 -0.055  C123 1.375, C127 1.344
123 C -7.954 -0.162 -1.280  N122 1.375, C124 1.421, H128 1.080
124 C -7.303 0.333 -2.442  C123 1.421, C125 1.447, H129 1.080
125 C -5.920 0.739 -2.304  C124 1.447, C126 1.394, H130 1.080
126 C -5.289 0.612 -1.068  C125 1.394, C127 1.392, H131 1.080
127 C -6.041 0.095 -0.016  N122 1.344, C126 1.392, H132 1.080
128 H -8.999 -0.403 -1.410  C123 1.080
129 H -7.747 0.205 -3.418  C124 1.080
130 H -5.356 1.079 -3.160  C125 1.080
131 H -4.229 0.767 -0.935  C126 1.080
132 H -5.622 -0.004 0.975  C127 1.080
133 N 0.407 7.728 1.759  C134 1.381, C138 1.359
134 C 1.360 8.607 1.283  N133 1.381, C135 1.421, H139 1.080
135 C 2.517 8.143 0.601  C134 1.421, C136 1.398, H140 1.080
136 C 2.630 6.778 0.318  C135 1.398, C137 1.413, H141 1.080
137 C 1.669 5.868 0.813  C136 1.413, C138 1.422, H142 1.080
138 C 0.602 6.394 1.591  N133 1.359, C137 1.422, H143 1.080
139 H 1.111 9.655 1.370  C134 1.080
140 H 3.282 8.824 0.258  C135 1.080
141 H 3.507 6.423 -0.202  C136 1.080
142 H 1.876 4.818 0.665  C137 1.080
143 H -0.122 5.759 2.081  C138 1.080
144 N -2.413 -3.674 -1.688  C145 1.388, C149 1.380
145 C -2.286 -3.279 -3.013  N144 1.388, C146 1.389, H150 1.080
146 C -3.336 -2.740 -3.745  C145 1.389, C147 1.423, H151 1.080
147 C -4.642 -2.693 -3.180  C146 1.423, C148 1.429, H152 1.080
148 C -4.765 -3.060 -1.805  C147 1.429, C149 1.400, H153 1.080
149 C -3.653 -3.534 -1.099  N144 1.380, C148 1.400, H154 1.080
150 H -1.303 -3.436 -3.431  C145 1.080
151 H -3.121 -2.417 -4.753  C146 1.080
152 H -5.532 -2.390 -3.712  C147 1.080
153 H -5.757 -2.908 -1.406  C148 1.080
154 H -3.707 -3.799 -0.053  C149 1.080

- net charge = 0
- ΔE to the lowest compared entry with this formula, charge and spin (kJ/mol) = 270.96
- HOMO (eV) = -9.0866
- calculated total energy (eV) = -94581.54407
- spin multiplicity = 1
- LUMO energy (eV) = 0.01
- Kohn-Sham gap (eV) = 9.10